# C9H14

2 unconnected molecules or ions with the total composition C9H14 in a non-equilibrium geometry (ωB97M-V with the def2-TZVPD basis set, OMol25).

Atoms and positions in Å:
1 C 1.829 -1.994 -0.983
2 C 3.046 -2.893 -0.769
3 H 1.148 -2.230 -0.165
4 H 2.078 -0.962 -1.063
5 H 1.297 -2.373 -1.868
6 H 3.684 -2.668 0.169
7 H 3.629 -2.884 -1.678
8 H 2.693 -3.842 -0.367
9 C -3.320 0.991 1.326
10 C -0.551 2.259 -0.867
11 C -1.891 2.059 -0.338
12 C 0.573 1.789 -0.278
13 C -1.866 1.336 0.819
14 C 0.444 0.815 0.787
15 C -0.782 0.684 1.397
16 H -0.405 2.707 -1.847
17 H -2.631 2.386 -1.032
18 H 1.508 1.899 -0.806
19 H 1.335 0.247 1.123
20 H -4.044 1.357 0.618
21 H -3.548 1.358 2.305
22 H -0.838 0.067 2.285
23 H -3.389 -0.109 1.231

## Properties
ΔE to the lowest compared entry with this formula, charge and spin = 32.53 kcal per mole
Max |F| = 5.352 eV/A
2S+1 = 1
HOMO-LUMO gap = 10.12 eV
E_LUMO = 1.00 eV
SMILES = Cc1ccccc1.CC
Electronic energy = -9558.7709 eV



# C9H14

2 unconnected molecules or ions with the total composition C9H14 in a non-equilibrium geometry (ωB97M-V with the def2-TZVPD basis set, OMol25).

Atoms and positions in Å:
1 C -2.225 0.211 -0.412
2 C 0.157 -0.308 0.038
3 C -1.177 -0.503 0.417
4 C 1.144 -1.219 0.361
5 C -1.448 -1.502 1.347
6 C 0.856 -2.369 1.091
7 C -0.421 -2.422 1.625
8 H 0.578 0.565 -0.449
9 H 2.146 -1.018 -0.005
10 H -3.261 0.180 -0.072
11 H -2.200 -0.214 -1.415
12 H -2.320 -1.538 1.979
13 H 1.398 -3.298 1.181
14 H -0.742 -3.259 2.241
15 H -2.004 1.279 -0.488
16 C 1.947 2.592 -1.706
17 C 0.830 3.613 -1.631
18 H 2.266 2.413 -0.678
19 H 1.590 1.661 -2.158
20 H 2.830 2.853 -2.287
21 H 1.288 4.603 -1.525
22 H 0.040 3.431 -0.910
23 H 0.299 3.758 -2.583

## Properties
ΔE to the lowest compared entry with this formula, charge and spin = 21.48 kcal per mole
Max |F| = 2.076 eV/A
2S+1 = 1
HOMO-LUMO gap = 9.95 eV
E_LUMO = 1.03 eV
SMILES = Cc1ccccc1.CC
Electronic energy = -9559.2500 eV



# C9H14

2 unconnected molecules or ions with the total composition C9H14 in a non-equilibrium geometry (ωB97M-V with the def2-TZVPD basis set, OMol25).

Atoms and positions in Å:
1 C 1.918 -1.773 -2.328
2 C 2.102 -0.118 -0.394
3 C 1.396 -1.068 -1.149
4 C 1.923 0.080 0.952
5 C 0.766 -0.368 1.625
6 C 0.153 -1.532 -0.530
7 C -0.222 -1.100 0.770
8 H 2.900 0.462 -0.758
9 H 2.745 0.550 1.520
10 H 2.546 -2.595 -2.055
11 H 2.612 -1.106 -2.891
12 H 0.544 -0.314 2.626
13 H -0.511 -2.288 -0.976
14 H -1.144 -1.367 1.109
15 H 1.013 -2.160 -2.924
16 C -1.998 1.982 0.101
17 C -2.817 1.666 1.258
18 H -0.890 1.939 0.277
19 H -1.739 1.081 -0.608
20 H -2.266 2.827 -0.430
21 H -2.730 2.523 1.852
22 H -3.897 1.700 0.977
23 H -2.404 0.982 1.977

## Properties
ΔE to the lowest compared entry with this formula, charge and spin = 45.80 kcal per mole
Max |F| = 6.556 eV/A
2S+1 = 2
HOMO-LUMO gap (alpha / beta) = 8.83 / 5.26 eV
E_LUMO (alpha / beta) = -4.64 / -8.22 eV
Net charge = +1
Electronic energy = -9549.4554 eV
<S²> = 0.77



# C9H14

2 unconnected molecules or ions with the total composition C9H14 in a non-equilibrium geometry (ωB97M-V with the def2-TZVPD basis set, OMol25).

Atoms and positions in Å:
1 C -1.663 -1.295 1.736
2 C 0.591 -2.453 1.368
3 C -0.268 -1.245 1.322
4 C 1.942 -2.460 1.144
5 C 0.380 -0.062 0.974
6 C 2.466 -1.289 0.605
7 C 1.723 -0.104 0.668
8 H -0.060 -3.323 1.442
9 H 2.569 -3.331 1.253
10 H -2.279 -1.770 0.955
11 H -2.102 -0.304 1.838
12 H -0.178 0.865 0.962
13 H 3.510 -1.262 0.317
14 H 2.258 0.799 0.391
15 H -1.843 -1.870 2.642
16 C -0.157 2.245 -2.466
17 C -1.525 2.579 -1.906
18 H -0.209 1.202 -2.789
19 H -0.023 2.874 -3.352
20 H 0.699 2.390 -1.822
21 H -2.366 2.387 -2.577
22 H -1.783 1.827 -1.141
23 H -1.682 3.599 -1.564

## Properties
ΔE to the lowest compared entry with this formula, charge and spin = 12.19 kcal per mole
Max |F| = 1.923 eV/A
2S+1 = 2
HOMO-LUMO gap (alpha / beta) = 9.66 / 5.90 eV
E_LUMO (alpha / beta) = -4.47 / -8.23 eV
Net charge = +1
Electronic energy = -9550.9127 eV
<S²> = 0.77